ORCA calculation (ωB97M-V with the def2-TZVPD basis set) on a structure of composition C31H24ClCoIN4O2S.

Positions of all 65 atoms, in Å:
Co  0.422  0.004  -0.351
C  1.817  -0.386  -4.355
C  1.303  0.191  -3.178
N  1.378  -0.417  -2.017
C  1.950  -1.646  -1.932
C  2.428  -2.320  -3.062
C  2.362  -1.639  -4.299
C  2.926  -3.636  -2.900
C  2.917  -4.219  -1.663
C  2.480  -3.518  -0.520
C  2.037  -2.218  -0.628
N  1.648  -1.309  0.350
C  2.191  -1.144  1.575
C  2.917  -2.104  2.324
C  3.337  -1.821  3.615
C  3.020  -0.622  4.227
C  2.293  0.369  3.519
C  1.768  1.511  4.097
C  0.797  2.309  3.293
C  1.212  2.275  1.856
N  1.668  1.205  1.303
C  2.007  0.143  2.143
H  1.751  0.162  -5.283
H  0.800  1.150  -3.177
H  2.741  -2.120  -5.192
H  3.287  -4.176  -3.766
H  3.256  -5.239  -1.543
H  2.460  -4.051  0.416
H  3.132  -3.075  1.916
H  3.887  -2.572  4.166
H  3.298  -0.437  5.256
H  1.953  1.756  5.135
H  0.712  3.336  3.648
H  1.050  3.140  1.221
Cl  -3.469  5.070  2.132
C  -2.646  3.932  1.133
C  -2.607  4.143  -0.237
C  -1.899  3.284  -1.063
I  -1.807  3.622  -3.099
C  -1.240  2.137  -0.534
O  -0.563  1.328  -1.287
C  -1.361  1.899  0.830
N  -0.929  0.639  1.279
C  -0.766  0.476  2.541
C  -0.698  1.660  3.454
C  -1.739  2.660  3.072
C  -1.961  2.837  1.720
H  -3.114  5.003  -0.652
H  -0.520  -0.517  2.904
H  -0.780  1.364  4.499
H  -2.207  3.286  3.817
O  -0.932  -1.703  -0.780
S  -2.143  -2.108  -1.588
C  -2.327  -0.947  -2.979
C  -3.739  -0.376  -2.907
C  -4.014  -0.151  -1.422
C  -3.614  -1.450  -0.736
H  -2.091  -1.464  -3.908
H  -1.590  -0.165  -2.782
H  -4.464  -1.080  -3.321
H  -3.804  0.544  -3.489
H  -5.057  0.094  -1.223
H  -3.404  0.673  -1.050
H  -4.392  -2.209  -0.828
H  -3.325  -1.363  0.311

Values from the calculation:
- expectation value of S² = 6.14
- net charge = +1
- LUMO energy (alpha / beta) (hartree) = -0.10728 / -0.18053
- spin multiplicity = 5
- relative energy (zero: lowest compared OMol25 entry of this formula, charge and spin) (eV) = 3.844

***

ORCA calculation (ωB97M-V with the def2-TZVPD basis set) on a structure of composition C31H24CrNO5Si.

Positions of all 63 atoms, in Å:
Cr  -0.720  1.629  0.613
O  -1.072  5.606  -0.220
C  -1.157  4.362  0.185
O  -0.277  3.539  -0.063
C  -2.321  3.951  0.957
C  -3.471  4.664  1.249
C  -4.469  4.031  1.974
C  -4.312  2.698  2.344
C  -3.140  2.050  2.005
N  -2.159  2.675  1.356
C  -2.813  0.569  2.186
O  -3.546  -0.152  2.826
O  -1.728  0.249  1.559
H  -0.253  5.709  -0.729
H  -3.577  5.680  0.894
H  -5.376  4.560  2.231
H  -5.080  2.154  2.877
C  3.359  0.908  3.036
C  3.327  1.741  1.926
C  2.113  2.043  1.323
C  0.923  1.501  1.802
C  0.966  0.668  2.914
C  2.176  0.387  3.537
H  4.304  0.663  3.505
H  4.247  2.154  1.529
H  2.103  2.713  0.468
H  0.057  0.228  3.303
H  2.192  -0.264  4.402
O  -0.048  0.462  -0.595
Si  0.319  -1.040  -1.084
C  -1.193  -1.639  -2.049
C  -2.464  -1.475  -1.492
C  -3.603  -1.874  -2.175
C  -3.491  -2.441  -3.437
C  -2.239  -2.609  -4.009
C  -1.103  -2.212  -3.317
C  1.846  -0.891  -2.184
C  2.477  0.347  -2.310
C  3.607  0.498  -3.100
C  4.123  -0.589  -3.791
C  3.514  -1.830  -3.673
C  2.391  -1.977  -2.872
C  0.733  -2.206  0.342
C  -0.257  -2.766  1.151
C  0.074  -3.593  2.213
C  1.405  -3.898  2.471
C  2.401  -3.355  1.673
C  2.065  -2.512  0.625
H  -2.555  -1.024  -0.509
H  -4.579  -1.747  -1.723
H  -4.381  -2.747  -3.975
H  -2.148  -3.048  -4.995
H  -0.130  -2.334  -3.780
H  2.063  1.195  -1.778
H  4.083  1.468  -3.182
H  4.995  -0.462  -4.422
H  3.915  -2.683  -4.208
H  1.938  -2.959  -2.774
H  -1.300  -2.544  0.961
H  -0.707  -4.010  2.838
H  1.662  -4.556  3.292
H  3.442  -3.585  1.869
H  2.851  -2.082  0.013

Values from the calculation:
- expectation value of S² = 3.82
- net charge = 0
- LUMO energy (alpha / beta) (hartree) = -0.06506 / -0.07128
- spin multiplicity = 4
- relative energy (zero: lowest compared OMol25 entry of this formula, charge and spin) (eV) = 0.699

***

ORCA calculation (ωB97M-V with the def2-TZVPD basis set) on a structure of composition C31H24F5IrN7OS.

Positions of all 70 atoms, in Å:
Ir  0.758  -0.809  0.398
N  1.919  -2.462  -2.315
C  2.564  -1.331  -2.074
N  3.629  -1.043  -2.800
C  4.180  0.151  -2.616
N  5.284  0.460  -3.272
N  3.665  1.115  -1.793
C  2.652  0.756  -1.081
N  2.083  -0.498  -1.086
C  2.024  1.767  -0.187
C  2.437  3.083  -0.147
C  1.731  3.964  0.661
C  0.644  3.503  1.389
C  0.295  2.166  1.299
N  0.982  1.319  0.530
H  2.287  -3.076  -3.024
H  1.144  -2.750  -1.742
H  5.691  -0.205  -3.909
H  5.694  1.372  -3.164
H  3.280  3.397  -0.745
H  2.021  5.005  0.713
H  0.070  4.165  2.021
H  -0.544  1.752  1.843
C  -2.962  4.182  -0.638
C  -2.719  3.350  -1.908
C  -3.699  3.796  -2.998
C  -1.295  3.615  -2.410
C  -2.916  1.879  -1.542
C  -4.181  1.267  -1.638
C  -4.395  -0.051  -1.296
C  -3.318  -0.788  -0.817
S  -3.239  -2.476  -0.394
C  -1.579  -2.319  -0.041
N  -1.118  -1.090  -0.195
C  -2.066  -0.191  -0.678
C  -1.856  1.129  -1.060
C  -0.624  -3.343  0.335
C  -0.903  -4.693  0.523
C  0.145  -5.554  0.811
C  1.446  -5.067  0.897
C  1.715  -3.713  0.710
C  0.680  -2.828  0.431
H  -2.781  5.239  -0.841
H  -2.294  3.868  0.168
H  -3.989  4.075  -0.286
H  -3.477  4.823  -3.287
H  -4.734  3.781  -2.656
H  -3.619  3.171  -3.888
H  -1.212  4.656  -2.722
H  -1.050  2.985  -3.267
H  -0.542  3.457  -1.633
H  -5.020  1.837  -2.009
H  -5.373  -0.498  -1.407
H  -0.862  1.542  -1.012
H  -1.914  -5.072  0.437
H  -0.048  -6.609  0.953
H  2.257  -5.752  1.107
H  2.739  -3.358  0.776
F  1.925  -3.531  6.479
C  1.398  -2.913  5.467
C  0.002  -2.787  5.371
F  -0.761  -3.305  6.304
C  -0.530  -2.133  4.294
F  -1.828  -2.010  4.156
C  0.301  -1.590  3.245
O  -0.233  -1.021  2.258
C  1.719  -1.728  3.407
F  2.511  -1.167  2.489
C  2.254  -2.370  4.478
F  3.554  -2.494  4.627

Values from the calculation:
- expectation value of S² = 0.78
- net charge = +2
- LUMO energy (alpha / beta) (hartree) = -0.24093 / -0.31532
- spin multiplicity = 2

***

ORCA calculation (ωB97M-V with the def2-TZVPD basis set) on a cluster of 2 separate species, C31H24N3O2 in total.

Positions of all 60 atoms, in Å:
C  -0.381  -0.356  -2.610
C  -1.345  0.634  -2.738
N  -2.172  1.451  -2.937
C  0.983  -0.041  -2.838
C  1.966  -1.065  -2.982
C  3.306  -0.745  -3.104
C  3.723  0.595  -3.122
C  5.121  0.911  -3.165
N  6.263  1.169  -3.182
C  2.765  1.617  -3.066
C  1.416  1.318  -2.941
H  -0.701  -1.397  -2.640
H  1.636  -2.109  -3.017
H  4.052  -1.536  -3.195
H  3.091  2.655  -3.124
H  0.673  2.121  -2.929
C  -6.165  2.442  -1.325
C  -4.928  2.283  -0.693
C  -4.356  1.018  -0.677
C  -4.973  -0.070  -1.311
C  -6.197  0.081  -1.952
C  -6.801  1.344  -1.945
C  -4.076  -1.264  -1.279
O  -4.260  -2.355  -1.801
C  -2.863  -0.812  -0.522
C  -1.721  -1.545  -0.425
C  -0.696  -1.335  0.555
C  -0.920  -0.703  1.806
C  0.124  -0.321  2.623
C  1.464  -0.631  2.245
N  2.510  -0.221  3.017
C  2.307  0.283  4.358
C  1.071  1.157  4.441
C  -0.152  0.423  3.894
C  3.848  -0.713  2.773
C  4.133  -0.823  1.285
C  3.085  -1.704  0.614
C  1.695  -1.365  1.044
C  0.617  -1.769  0.276
C  -3.020  0.624  -0.143
O  -2.219  1.361  0.417
H  -6.639  3.423  -1.342
H  -4.389  3.106  -0.228
H  -6.645  -0.781  -2.442
H  -7.767  1.484  -2.430
H  -1.624  -2.419  -1.067
H  -1.941  -0.531  2.145
H  2.221  -0.558  5.071
H  3.208  0.846  4.626
H  0.909  1.437  5.484
H  1.234  2.078  3.869
H  -0.959  1.142  3.712
H  -0.522  -0.277  4.660
H  4.540  -0.016  3.257
H  3.979  -1.700  3.253
H  4.126  0.177  0.831
H  5.131  -1.248  1.143
H  3.160  -1.598  -0.475
H  3.293  -2.762  0.842
H  0.785  -2.407  -0.594

Values from the calculation:
- net charge = -1
- LUMO energy (hartree) = 0.07259
- spin multiplicity = 1

***

ORCA calculation (ωB97M-V with the def2-TZVPD basis set) on a structure of composition C31H25AsCoFN3O2.

Positions of all 64 atoms, in Å:
Co  0.348  1.875  1.146
O  4.537  0.369  0.257
C  4.360  -0.705  1.028
C  5.387  -1.652  1.019
C  5.306  -2.777  1.808
C  4.204  -2.995  2.637
C  3.188  -2.066  2.659
C  3.236  -0.914  1.860
C  2.106  0.027  1.902
O  2.064  0.982  1.048
N  1.148  -0.170  2.825
N  0.199  0.768  2.621
C  -0.820  0.905  3.371
C  -1.729  1.971  2.923
C  -2.917  2.315  3.535
C  -3.680  3.342  2.997
C  -3.236  3.996  1.863
C  -2.037  3.593  1.298
N  -1.313  2.609  1.817
H  3.734  0.930  0.339
H  6.239  -1.470  0.376
H  6.115  -3.499  1.785
H  4.148  -3.882  3.254
H  2.319  -2.209  3.287
H  -0.969  0.282  4.246
H  -3.232  1.777  4.420
H  -4.616  3.630  3.460
H  -3.805  4.802  1.417
H  -1.624  4.046  0.404
C  3.205  -0.640  -3.338
C  2.741  0.651  -3.121
C  1.626  0.869  -2.326
C  0.941  -0.211  -1.767
C  1.422  -1.501  -1.966
C  2.553  -1.712  -2.748
As  -0.585  0.181  -0.623
C  -1.347  -1.583  -0.363
C  -1.713  -2.408  -1.427
C  -2.232  -3.671  -1.184
C  -2.384  -4.123  0.123
C  -2.014  -3.311  1.185
C  -1.496  -2.043  0.940
C  -1.861  0.993  -1.851
C  -1.540  2.232  -2.405
C  -2.447  2.888  -3.226
C  -3.693  2.328  -3.482
C  -4.032  1.115  -2.900
C  -3.123  0.452  -2.084
H  4.085  -0.807  -3.948
H  3.269  1.496  -3.546
H  1.314  1.882  -2.103
H  0.929  -2.348  -1.508
H  2.923  -2.721  -2.891
H  -1.589  -2.063  -2.446
H  -2.514  -4.306  -2.015
H  -2.785  -5.112  0.310
H  -2.121  -3.663  2.204
H  -1.192  -1.415  1.770
H  -0.595  2.704  -2.167
H  -2.183  3.846  -3.657
H  -4.401  2.842  -4.121
H  -5.007  0.678  -3.081
H  -3.407  -0.489  -1.632
F  0.590  3.091  -0.207

Values from the calculation:
- expectation value of S² = 0.76
- net charge = 0
- LUMO energy (alpha / beta) (hartree) = -0.02436 / -0.02503
- spin multiplicity = 2
- relative energy (zero: lowest compared OMol25 entry of this formula, charge and spin) (eV) = 0.000

***

ORCA calculation (ωB97M-V with the def2-TZVPD basis set) on a structure of composition C31H25BrMoN6O3S.

Positions of all 68 atoms, in Å:
Mo  0.251  0.359  -0.696
C  3.733  -2.370  -0.119
C  2.849  -1.220  -0.469
N  1.582  -1.210  -0.171
N  1.107  -2.217  0.612
C  0.092  -1.722  1.282
O  -0.279  -0.505  1.141
C  -0.631  -2.575  2.248
C  -0.298  -3.919  2.400
C  -1.006  -4.708  3.291
C  -2.046  -4.161  4.032
C  -2.379  -2.823  3.880
C  -1.676  -2.030  2.987
C  3.299  0.064  -0.940
C  4.628  0.365  -1.255
C  4.981  1.666  -1.522
C  4.002  2.653  -1.444
C  2.704  2.290  -1.169
N  2.331  1.014  -0.962
H  3.516  -2.694  0.898
H  4.784  -2.106  -0.195
H  3.534  -3.222  -0.772
H  0.512  -4.328  1.813
H  -0.749  -5.753  3.407
H  -2.599  -4.781  4.726
H  -3.191  -2.397  4.455
H  -1.925  -0.986  2.850
H  5.363  -0.426  -1.271
H  6.004  1.919  -1.767
H  4.235  3.696  -1.604
H  1.919  3.025  -1.109
O  -0.836  -1.381  -1.132
C  -2.092  -1.645  -1.343
C  -2.429  -2.913  -1.864
C  -3.737  -3.251  -2.116
C  -4.780  -2.349  -1.865
C  -4.470  -1.114  -1.351
C  -3.142  -0.738  -1.091
C  -2.901  0.538  -0.475
N  -1.758  1.067  -0.236
N  -1.827  2.238  0.512
C  -0.643  2.617  0.846
O  0.431  1.934  0.562
C  -0.467  3.863  1.624
C  -1.515  4.770  1.759
C  -1.333  5.933  2.487
C  -0.107  6.199  3.085
C  0.939  5.298  2.950
C  0.761  4.133  2.219
H  -1.618  -3.608  -2.044
H  -3.963  -4.235  -2.508
H  -5.806  -2.625  -2.062
H  -5.256  -0.400  -1.132
H  -3.761  1.117  -0.143
H  -2.461  4.549  1.285
H  -2.148  6.639  2.587
H  0.033  7.110  3.653
H  1.894  5.502  3.417
H  1.567  3.419  2.107
S  -0.096  -1.020  -5.198
C  1.558  -1.165  -4.796
C  1.756  -0.738  -3.527
N  0.626  -0.309  -2.875
C  -0.417  -0.411  -3.657
H  2.290  -1.537  -5.492
H  2.714  -0.714  -3.040
H  -1.410  -0.114  -3.358
Br  -0.240  2.445  -2.340

Values from the calculation:
- net charge = 0
- LUMO energy (alpha / beta) (hartree) = -0.01961 / -0.01960
- spin multiplicity = 1
- relative energy (zero: lowest compared OMol25 entry of this formula, charge and spin) (eV) = 0.000

***

ORCA calculation (ωB97M-V with the def2-TZVPD basis set) on a structure of composition C31H25CoF2N6O7S2.

Positions of all 74 atoms, in Å:
Co  -1.324  -0.067  0.478
C  6.151  1.394  -1.341
C  5.109  0.890  -0.390
C  4.503  -0.345  -0.595
C  3.547  -0.816  0.287
C  3.186  -0.054  1.382
C  3.782  1.172  1.610
C  4.742  1.638  0.727
S  1.919  -0.707  2.477
O  2.244  -0.322  3.831
O  1.819  -2.114  2.203
N  0.575  0.005  1.901
C  -0.086  1.001  2.489
C  0.250  1.700  3.671
C  -0.615  2.646  4.155
C  -1.813  2.898  3.481
C  -2.073  2.198  2.327
N  -1.228  1.303  1.817
H  6.085  0.875  -2.294
H  7.147  1.228  -0.930
H  6.030  2.460  -1.515
H  4.793  -0.946  -1.445
H  3.077  -1.779  0.161
H  3.495  1.743  2.481
H  5.223  2.589  0.905
H  1.154  1.429  4.189
H  -0.391  3.185  5.066
H  -2.533  3.607  3.856
H  -3.002  2.356  1.796
O  -4.414  -5.693  -2.061
N  -4.167  -5.746  -0.848
O  -4.491  -6.721  -0.159
C  -3.521  -4.683  -0.209
C  -3.530  -4.690  1.191
C  -2.999  -3.646  1.931
C  -3.006  -3.591  3.351
C  -2.492  -2.493  3.978
C  -1.971  -1.433  3.218
N  -1.935  -1.465  1.897
C  -2.415  -2.537  1.255
C  -2.295  -2.560  -0.166
N  -1.635  -1.524  -0.730
C  -1.464  -1.532  -2.057
C  -1.953  -2.543  -2.862
C  -2.665  -3.591  -2.307
C  -2.849  -3.630  -0.916
H  -3.999  -5.517  1.699
H  -3.416  -4.426  3.901
H  -2.466  -2.414  5.054
H  -1.559  -0.566  3.711
H  -0.970  -0.678  -2.491
H  -1.785  -2.493  -3.927
H  -3.090  -4.369  -2.918
N  0.579  0.468  -0.813
C  0.726  1.457  -1.809
C  0.377  2.774  -1.506
C  0.516  3.762  -2.461
C  0.973  3.423  -3.714
C  1.301  2.132  -4.051
C  1.187  1.140  -3.084
S  1.130  4.802  -4.901
O  1.896  5.772  -4.135
O  -0.265  5.149  -5.125
O  1.821  4.231  -6.041
H  0.916  -0.434  -1.133
H  1.065  0.705  0.051
H  -0.013  2.997  -0.522
H  0.267  4.793  -2.265
H  1.649  1.923  -5.051
H  1.474  0.123  -3.318
F  -3.859  0.569  0.230
C  -2.721  0.925  -0.470
F  -3.023  0.631  -1.769
H  -2.670  2.028  -0.430

Values from the calculation:
- expectation value of S² = 0.77
- net charge = -1
- LUMO energy (alpha / beta) (hartree) = -0.01430 / -0.01419
- spin multiplicity = 2
- relative energy (zero: lowest compared OMol25 entry of this formula, charge and spin) (eV) = 1.324

***

> What is the net charge in the fifth record?

0